Here is a cluster of 2 separate species, C4H9N4O in total at a distorted geometry from the Open Molecules 2025 dataset. Energies are from ωB97M-V/def2-TZVPD.

Output
- charge = +1
- molar mass (g mol⁻¹) = 129.14
- gap between HOMO and LUMO (Eh) = 0.33775
- relative energy (zero: lowest compared OMol25 entry of this formula, charge and spin) (eV) = 3.010
- multiplicity = 1
- lowest unoccupied orbital energy (eV) = -4.40

The geometry in XYZ format:
```
18
Properties=species:S:1:pos:R:3:mulliken_charge:R:1
C -0.11449 -2.03214 -0.00154 -0.30
C -0.34888 -0.65616 -0.50703 1.08
C 0.75395 -0.50834 2.52148 0.75
C -0.97232 -0.54812 -1.85446 -1.21
N 0.25468 -2.46201 1.12556 -0.57
N 0.01204 0.30022 0.22657 -0.57
N 0.51584 -1.73046 2.27403 0.07
N 0.38919 2.90448 -0.54133 -0.91
O 1.04304 0.51255 2.93754 -0.17
H -0.25411 -2.83875 -0.71843 0.41
H -0.46099 -1.18976 -2.57079 0.37
H -0.94105 0.48286 -2.19627 0.31
H -2.01303 -0.87107 -1.79164 0.31
H 0.60616 -2.39756 3.05194 0.31
H -0.03213 1.30155 -0.08610 0.35
H -0.08681 3.30546 -1.34148 0.26
H 0.26848 3.54347 0.23369 0.26
H 1.38043 2.88379 -0.76174 0.27
```